# H19O10

H19O10 as an isolated structure (the ωB97M-V functional and the def2-TZVPD basis, OMol25).

Its total charge is -1. The energy relative to the best compared isomer or geometry (same formula, charge and spin) comes out at 7.982 eV. The calculation puts the orbital gap at 0.3439 Eh. For the total energy, the calculation gives -763.59708 a.u. The max |F| comes out at 7.4 eV/Å.

Last column: Löwdin charge in e.
Cartesian coordinates (Å):
O (-54.07, 6.81, -12.46)  -0.30
H (-53.45, 7.27, -12.93)  -0.01
O (-54.51, 7.12, -14.84)  0.02
H (-53.94, 7.81, -15.00)  0.01
H (-54.23, 6.92, -13.99)  -0.08
O (-52.63, 8.64, -11.89)  -0.07
H (-52.19, 8.07, -11.07)  0.14
H (-53.13, 7.94, -12.22)  -0.13
O (-55.66, 8.14, -12.00)  -0.08
H (-54.93, 7.54, -12.01)  -0.20
H (-55.41, 9.05, -12.34)  0.06
O (-52.79, 4.43, -12.98)  -0.07
H (-52.61, 4.12, -12.16)  -0.03
H (-53.28, 5.38, -12.77)  0.07
O (-54.81, 5.54, -10.08)  -0.05
H (-54.14, 5.83, -10.80)  0.03
H (-55.30, 6.23, -9.72)  0.01
O (-52.25, 6.05, -10.74)  -0.09
H (-53.09, 6.26, -11.37)  0.03
H (-52.67, 6.01, -9.94)  -0.02
O (-55.67, 5.20, -12.73)  -0.09
H (-54.76, 5.70, -12.79)  -0.04
H (-55.80, 5.07, -13.63)  -0.01
O (-51.05, 6.27, -14.16)  0.03
H (-51.84, 5.75, -14.21)  0.06
H (-50.38, 5.69, -13.83)  0.10
O (-50.78, 8.46, -14.33)  -0.25
H (-50.73, 8.47, -13.33)  0.01
H (-50.94, 7.41, -14.67)  -0.02


# C4H4Li2MnO2

C4H4Li2MnO2 as an isolated structure (the ωB97M-V functional and the def2-TZVPD basis, OMol25).

Its total charge is +2. The energy relative to the best compared isomer or geometry (same formula, charge and spin) comes out at 4.544 eV. The calculation puts the orbital gap (spin up / spin down) at 0.1665 / 0.1562 Eh. For the total energy, the calculation gives -1470.57202 a.u. As for the multiplicity: 6. As for the expectation value of S²: 8.824. The max |F| comes out at 3.9 eV/Å.

Last column: Löwdin spin population.
Cartesian coordinates (Å):
O (1.74, 2.26, -0.53)  0.03
C (1.88, 1.02, -0.41)  0.09
C (1.62, -0.11, 0.14)  0.05
Li (3.18, 3.47, -0.51)  0.00
Li (0.04, 2.52, 0.33)  0.01
H (2.82, -0.13, -0.52)  0.01
C (1.21, -2.56, 1.88)  -0.01
C (2.01, -1.41, 2.03)  0.08
O (0.25, -2.63, 1.03)  0.11
H (1.58, -3.51, 2.30)  0.00
H (3.07, -1.60, 2.20)  0.00
H (1.53, -0.67, 2.69)  0.01
Mn (-0.02, -1.27, -0.27)  4.62


# C9H25BNO5P2Tl

C9H25BNO5P2Tl as an isolated structure (the ωB97M-V functional and the def2-TZVPD basis, OMol25).

Its total charge is +2. The calculation puts the orbital gap at 0.1806 Eh. For the total energy, the calculation gives -1667.93848 a.u. The max |F| comes out at 9.3 eV/Å.

Last column: Löwdin charge in e.
Cartesian coordinates (Å):
C (4.75, -1.98, -0.46)  0.00
C (4.17, -0.52, -1.02)  -0.24
O (5.12, 0.44, -1.17)  0.00
O (2.75, -0.32, -1.37)  -0.09
C (2.24, 0.99, -0.86)  -0.26
C (0.67, 1.01, -0.45)  -0.44
P (0.11, 0.51, 1.27)  0.43
C (-1.70, 1.16, 1.06)  -0.29
C (-2.36, 1.02, -0.38)  -0.25
C (-4.01, 1.26, -0.21)  -0.16
C (-4.83, 0.98, -1.60)  -0.21
O (-4.82, -0.47, -1.94)  -0.14
B (1.82, -0.20, 1.84)  -0.56
N (2.12, -1.72, 1.95)  0.06
O (2.97, 0.68, 2.27)  0.03
P (-0.43, -1.58, 0.77)  1.10
C (-0.21, -2.01, -1.06)  -0.25
O (-2.18, -1.82, 1.03)  -0.28
H (5.94, -2.00, -0.54)  0.13
H (4.28, -2.90, -1.07)  0.11
H (4.51, -2.18, 0.66)  0.07
H (2.26, 1.65, -1.86)  0.17
H (2.99, 1.56, -0.17)  0.09
H (0.41, 2.19, -0.50)  -0.11
H (0.11, 0.61, -1.38)  0.11
H (-0.30, 0.18, 2.64)  0.04
H (0.58, 1.81, 1.75)  -0.08
H (-1.69, 2.31, 1.38)  0.14
H (-2.40, 0.64, 1.87)  0.13
H (-1.90, 1.79, -1.15)  0.13
H (-2.26, -0.04, -0.87)  0.08
H (-4.25, 2.30, 0.27)  0.14
H (-4.36, 0.43, 0.58)  0.13
H (-5.97, 1.24, -1.38)  0.15
H (-4.46, 1.63, -2.51)  0.14
H (-5.17, -1.00, -1.16)  0.11
H (1.56, -2.01, 2.81)  0.10
H (3.12, -1.81, 2.30)  0.11
H (2.62, 1.60, 2.49)  0.09
H (-0.78, -1.32, -1.83)  0.09
H (-0.71, -3.09, -1.20)  0.11
H (0.92, -2.17, -1.40)  0.10
H (-2.56, -2.21, 0.18)  0.10
Tl (1.33, 3.38, 0.45)  1.17


# C3H4N2O

The molecule C3H4N2O (the ωB97M-V functional and the def2-TZVPD basis, OMol25).

The energy relative to the best compared isomer or geometry (same formula, charge and spin) comes out at 2.333 eV. The calculation puts the orbital gap at 0.3812 Eh. For the total energy, the calculation gives -301.40149 a.u. As for the SMILES: NC1=N[C@@H]1C=O. The max |F| comes out at 0.5 eV/Å.

Last column: Löwdin charge in e.
Cartesian coordinates (Å):
N (1.72, 0.41, -0.71)  0.16
C (0.55, 0.64, -0.08)  -0.43
N (0.00, 1.27, 0.86)  0.21
C (-0.88, 0.39, -0.04)  -0.19
C (-1.30, -0.94, 0.51)  -0.24
O (-0.53, -1.68, 1.07)  0.04
H (2.53, 0.76, -0.21)  0.11
H (1.84, -0.53, -1.07)  0.11
H (-1.59, 0.91, -0.68)  0.12
H (-2.36, -1.22, 0.34)  0.12


# C5H14N2O2

A 2-piece molecular cluster, C5H14N2O2 overall (the ωB97M-V functional and the def2-TZVPD basis, OMol25).

The energy relative to the best compared isomer or geometry (same formula, charge and spin) comes out at 2.231 eV. The calculation puts the orbital gap at 0.3504 Eh. For the total energy, the calculation gives -458.85560 a.u. As for the SMILES: CC(=O)O.CC(C)NN. The max |F| comes out at 4.0 eV/Å.

Last column: Löwdin charge in e.
Cartesian coordinates (Å):
C (1.21, 1.82, -1.62)  0.01
C (1.07, 0.31, -1.51)  -0.60
O (1.90, -0.39, -0.93)  0.02
O (0.42, -0.18, -2.62)  0.07
H (1.40, 2.24, -0.64)  0.09
H (0.32, 2.24, -2.08)  0.09
H (2.07, 2.04, -2.26)  0.10
H (0.62, -1.13, -2.69)  0.12
C (-1.65, 0.47, 1.47)  -0.06
C (-0.76, -0.43, 0.64)  -0.49
C (-1.51, -1.55, -0.05)  -0.06
N (0.36, -0.95, 1.34)  -0.12
N (1.10, 0.06, 2.05)  0.01
H (-1.07, 1.25, 1.96)  0.06
H (-2.43, 0.91, 0.85)  0.08
H (-2.13, -0.12, 2.25)  0.08
H (-0.24, 0.23, -0.31)  0.13
H (-1.95, -2.21, 0.70)  0.08
H (-2.29, -1.15, -0.69)  0.08
H (-0.84, -2.13, -0.69)  0.07
H (0.99, -1.37, 0.63)  0.10
H (1.79, 0.47, 1.42)  0.07
H (1.60, -0.42, 2.79)  0.08


# C7H8AgO7

C7H8AgO7 as an isolated structure (the ωB97M-V functional and the def2-TZVPD basis, OMol25).

The energy relative to the best compared isomer or geometry (same formula, charge and spin) comes out at 0.000 eV. The calculation puts the orbital gap (spin up / spin down) at 0.2510 / 0.2756 Eh. For the total energy, the calculation gives -945.08659 a.u. As for the multiplicity: 2. As for the expectation value of S²: 0.754. The max |F| comes out at 3.0 eV/Å.

Last column: Löwdin spin population.
Cartesian coordinates (Å):
O (-3.21, -3.54, 4.00)  0.00
C (-3.63, -4.38, 4.68)  0.00
O (-4.06, -5.07, 5.50)  0.00
Ag (0.47, 2.41, 4.48)  0.00
O (-1.30, 0.73, 4.08)  0.15
O (-1.32, -0.53, 5.97)  0.05
C (0.11, -0.58, 6.10)  0.00
C (0.67, 0.59, 6.91)  0.00
O (0.59, 1.80, 6.29)  0.00
C (-1.90, 0.05, 4.93)  0.13
H (0.31, -1.53, 6.60)  0.00
H (0.55, -0.60, 5.09)  0.00
H (1.71, 0.28, 7.15)  0.00
H (0.13, 0.58, 7.89)  0.00
O (-4.03, 0.22, 3.84)  0.13
C (-5.41, -0.09, 4.14)  0.00
C (-5.39, -0.26, 5.66)  0.01
O (-4.01, -0.57, 5.92)  0.14
C (-3.30, -0.20, 4.86)  0.38
H (-6.04, 0.73, 3.80)  0.00
H (-5.67, -1.02, 3.62)  0.00
H (-6.01, -1.09, 6.02)  0.00
H (-5.64, 0.66, 6.19)  0.00